Record 1
ORCA calculation (wB97M-V/def2-TZVPD) on C4H12N3 in the gas phase at a distorted geometry.

Calculated values
Molar mass (g/mol): 102.16
2S+1: 2
LUMO level (spin up / spin down) (hartree): 0.034 / 0.026
Charge: 0
Kohn-Sham gap (spin up / spin down) (eV): 4.61 / 9.31
Total energy (eV): -8808.9729

CARTESIAN COORDINATES (ANGSTROEM)
C  -1.3303  0.9806  0.8328
C  0.1133  0.5451  0.9460
C  0.6539  -0.3610  -0.1344
C  0.2621  -0.1912  -1.4164
N  0.4490  -1.3142  -2.3630
N  1.5787  -1.2578  0.2858
N  -1.6723  1.7943  2.0122
H  -2.0295  0.1494  0.7432
H  -1.5079  1.6376  -0.0268
H  0.2880  0.1014  1.9202
H  0.7097  1.4593  0.8855
H  -0.3078  0.6918  -1.6244
H  1.4680  -1.4963  -2.5463
H  0.0065  -2.1965  -1.9862
H  0.0493  -1.1721  -3.3134
H  1.7874  -1.4218  1.2537
H  2.0257  -1.9128  -0.3373
H  -2.6206  1.7110  2.3220
H  -0.9398  2.0498  2.6551

Record 2
ORCA calculation (wB97M-V/def2-TZVPD) on a gas-phase ion, C4H12N3 (charge +1) at a distorted geometry.

Calculated values
Molar mass (g/mol): 102.16
Structure (SMILES): N/C=C(\[NH3+])CCN
2S+1: 1
LUMO level (hartree): -0.118
Charge: +1
Kohn-Sham gap (eV): 9.13
Total energy (eV): -8805.0159

CARTESIAN COORDINATES (ANGSTROEM)
N  -2.0754  -1.6016  1.3948
C  -1.8089  -0.4679  0.6441
C  -0.6851  -0.2425  -0.0636
N  0.3628  -1.2231  -0.2901
C  -0.3337  1.1538  -0.5675
C  1.2162  1.3502  -0.7671
N  1.9998  0.7365  0.3161
H  -3.0072  -1.9744  1.3512
H  -1.3356  -2.1714  1.7497
H  -2.7257  0.0297  0.3518
H  0.2386  -2.0930  0.2321
H  0.5362  -1.5521  -1.2441
H  1.2709  -0.7900  0.0650
H  -0.6945  1.1599  -1.6460
H  -0.6752  2.1875  -0.4217
H  1.5600  0.8318  -1.6720
H  1.3799  2.4194  -0.8342
H  1.8052  1.2247  1.1966
H  2.9719  1.0225  0.2048

Record 3
ORCA calculation (wB97M-V/def2-TZVPD) on a gas-phase ion, C4H12N3 (charge +1) at a distorted geometry.

Calculated values
Molar mass (g/mol): 102.16
Structure (SMILES): N/C=C(\[NH3+])CCN
2S+1: 1
LUMO level (hartree): -0.126
Charge: +1
Kohn-Sham gap (eV): 9.34
Total energy (eV): -8805.0088

CARTESIAN COORDINATES (ANGSTROEM)
N  1.7680  -1.8746  1.0378
C  1.2031  -1.0165  0.0748
C  0.5293  0.0790  0.4874
N  0.7075  0.3161  1.9670
C  -0.8457  0.4926  0.0057
C  -0.8758  0.5852  -1.5379
N  -1.8435  1.6294  -1.9265
H  1.1075  -2.4124  1.5978
H  2.3352  -2.6101  0.6323
H  1.5622  -1.2995  -0.9094
H  -0.1459  0.0618  2.4647
H  1.5016  -0.2265  2.3206
H  0.8453  1.3069  2.1597
H  -1.2201  1.4489  0.3551
H  -1.4878  -0.3457  0.2940
H  0.1082  0.8130  -1.9472
H  -1.1994  -0.3411  -2.0188
H  -2.6280  1.2017  -2.4012
H  -1.4216  2.1917  -2.6559

Record 4
ORCA calculation (wB97M-V/def2-TZVPD) on a gas-phase ion, C4H12N3 (charge +1) at a distorted geometry.

Calculated values
Molar mass (g/mol): 102.16
Structure (SMILES): CN1CN[N@@H+](C)C1
2S+1: 1
LUMO level (hartree): -0.118
Charge: +1
Kohn-Sham gap (eV): 10.36
Total energy (eV): -8803.6721

CARTESIAN COORDINATES (ANGSTROEM)
C  2.2654  0.1551  0.4372
N  0.8241  0.0587  0.1998
C  0.2967  -1.2719  0.0345
N  -1.1404  -1.0567  -0.3615
N  -1.2674  0.3081  -0.4902
C  -1.8209  0.7255  0.8719
C  0.1194  0.7502  -0.7505
H  2.3166  1.2240  0.7495
H  2.3518  -0.5899  1.2053
H  2.8358  -0.2176  -0.4558
H  0.4400  -1.8987  0.9785
H  0.8313  -1.7744  -0.8165
H  -1.2259  -1.5434  -1.2657
H  -1.8529  0.5764  -1.2709
H  -2.8879  1.0086  0.8361
H  -1.6281  -0.1134  1.4278
H  -1.1329  1.4836  1.1665
H  0.4018  1.7410  -0.6944
H  0.2735  0.4348  -1.8016

Record 5
ORCA calculation (wB97M-V/def2-TZVPD) on a gas-phase ion, C4H12N3 (charge +1) at a distorted geometry.

Calculated values
Molar mass (g/mol): 102.16
Structure (SMILES): NCC/C(N)=C/[NH3+]
2S+1: 1
LUMO level (hartree): -0.131
Charge: +1
Kohn-Sham gap (eV): 8.71
Total energy (eV): -8805.4963

CARTESIAN COORDINATES (ANGSTROEM)
N  -2.3955  1.4428  1.3973
C  -1.6936  0.4016  0.7389
C  -0.1624  0.5660  0.9329
C  0.7343  -0.2452  0.0606
N  2.0410  -0.4581  0.5260
C  0.4179  -0.6195  -1.1713
N  1.4215  -1.0240  -2.1342
H  -3.2666  1.7907  1.0383
H  -2.5093  1.3500  2.3962
H  -1.9688  -0.6489  0.8929
H  -1.9086  0.4160  -0.3372
H  0.0866  0.4671  1.9763
H  -0.1012  1.6156  0.6781
H  2.4158  0.2738  1.1031
H  2.3505  -1.4020  0.6687
H  -0.5645  -0.4169  -1.5520
H  1.5652  -0.4405  -2.9613
H  2.3380  -1.1252  -1.7147
H  1.1996  -1.9432  -2.5388

Record 6
ORCA calculation (wB97M-V/def2-TZVPD) on a gas-phase ion, C4H12N3O (charge +1) at a distorted geometry.

Calculated values
Molar mass (g/mol): 118.16
Structure (SMILES): CN(C(N)=O)[NH+](C)C
2S+1: 1
LUMO level (hartree): -0.102
Charge: +1
Kohn-Sham gap (eV): 11.51
Total energy (eV): -10851.9802

CARTESIAN COORDINATES (ANGSTROEM)
C  1.5129  -0.5209  0.4516
N  0.0729  -0.1064  0.5163
C  -1.0010  -1.2201  0.7555
N  -0.8549  -2.0628  1.7120
O  -1.9760  -1.0807  0.0356
N  -0.3694  0.7754  -0.5580
C  0.1262  0.3438  -1.9109
C  -0.0768  2.1159  -0.0978
H  1.5030  -1.0472  1.4540
H  1.7600  -1.2580  -0.3643
H  2.0126  0.4491  0.3513
H  -1.5800  -2.8047  1.8213
H  -0.0995  -2.3076  2.2830
H  -1.3767  0.4841  -0.3924
H  1.1544  0.6319  -1.8736
H  -0.1077  -0.7729  -1.7654
H  -0.4511  0.8495  -2.6027
H  0.8327  2.6843  -0.2172
H  -0.7627  2.7154  -0.5922
H  -0.3190  2.1320  0.9939

Record 7
ORCA calculation (wB97M-V/def2-TZVPD) on 2 unconnected molecules or ions with the total composition C4H12N3O2 at a distorted geometry.

Calculated values
Molar mass (g/mol): 134.16
2S+1: 1
LUMO level (hartree): -0.131
Charge: +1
Kohn-Sham gap (eV): 8.68
Total energy (eV): -12895.6383

CARTESIAN COORDINATES (ANGSTROEM)
C  0.4283  0.5513  0.5163
C  -0.8872  -0.4758  2.2645
C  1.7384  -1.1095  -0.2048
C  1.0786  -1.6099  0.9619
N  -1.3043  1.7753  -3.4016
N  0.7336  -0.1434  -0.6594
N  -0.2529  -0.5711  -1.4286
O  -0.0552  -1.6312  -1.9561
O  0.4555  -0.3705  1.5481
H  1.2243  1.2993  0.8143
H  -0.5526  1.1460  0.3936
H  -2.0876  2.4020  -3.3137
H  -1.0172  0.3471  3.0158
H  -0.7692  -1.2483  2.9098
H  -1.8414  -0.4672  1.7657
H  2.6586  -0.5933  -0.1055
H  2.0210  -1.9458  -0.8860
H  1.7234  -1.9752  1.7322
H  0.1439  -2.1668  0.8428
H  -1.4195  0.8911  -2.9270
H  -1.0985  1.5853  -4.3815

Record 8
ORCA calculation (wB97M-V/def2-TZVPD) on a gas-phase ion, C4H12N3O2S (charge +1) at a distorted geometry.

Calculated values
Molar mass (g/mol): 166.23
Structure (SMILES): CN/C=[NH+]/N(C)S(C)(=O)=O
2S+1: 1
LUMO level (hartree): -0.114
Charge: +1
Kohn-Sham gap (eV): 10.60
Total energy (eV): -23732.9446

CARTESIAN COORDINATES (ANGSTROEM)
C  -2.6982  1.7064  -0.3239
N  -2.5131  0.4157  -0.8801
C  -1.5276  -0.3244  -0.5530
N  -0.8001  -0.1750  0.4406
N  0.4903  -0.6907  0.8001
C  0.8336  -2.0898  0.3876
S  1.5858  0.5366  -0.0253
C  3.3044  0.0762  0.5119
O  0.9974  1.6664  0.5260
O  1.2986  0.3338  -1.4261
H  -3.1588  1.5232  0.7213
H  -1.7828  2.4413  -0.1834
H  -3.3465  2.2752  -1.0743
H  -3.0952  0.1600  -1.7200
H  -1.5182  -1.3480  -0.9162
H  -1.0134  0.7434  0.9925
H  1.3854  -2.4178  1.1782
H  -0.0483  -2.7433  0.4720
H  1.3277  -2.1786  -0.5097
H  3.8502  0.9049  0.0687
H  3.0245  0.0932  1.5627
H  3.4044  -0.9087  -0.0498

Record 9
ORCA calculation (wB97M-V/def2-TZVPD) on 2 unconnected molecules or ions with the total composition C4H12N3O3S at a distorted geometry.

Calculated values
Molar mass (g/mol): 182.23
2S+1: 1
LUMO level (hartree): -0.150
Charge: +1
Kohn-Sham gap (eV): 8.26
Total energy (eV): -25780.9727

CARTESIAN COORDINATES (ANGSTROEM)
C  -3.9508  0.8869  -0.0963
C  2.2511  -1.3427  0.2110
C  3.4162  -0.3785  0.6263
C  -3.2515  -1.3840  -0.1296
N  -3.0524  1.7348  0.2031
N  0.9685  -0.7542  0.4329
N  -3.8601  -0.3498  -0.4762
O  -0.3441  1.3246  0.1349
O  0.9903  0.5368  -1.6715
O  3.3949  0.6905  -0.3129
S  1.0148  0.9154  -0.0548
H  -4.9375  1.2290  0.1800
H  2.4231  -1.8693  -0.6984
H  2.3554  -2.2484  0.9027
H  4.4359  -0.9215  0.5457
H  3.3726  -0.1243  1.6727
H  -2.7854  -1.5168  0.8444
H  -3.0914  -2.2651  -0.8249
H  -3.3238  2.6552  0.1122
H  -1.9563  1.7037  0.0595
H  0.6037  -0.8769  1.3326
H  1.1061  1.3151  -2.2477
H  4.2208  1.0395  -0.7456

Record 10
ORCA calculation (wB97M-V/def2-TZVPD) on a molecular structure, C4H12N3Pt at a distorted geometry.

Calculated values
Molar mass (g/mol): 297.24
2S+1: 5
LUMO level (spin up / spin down) (hartree): -0.120 / -0.276
Charge: +1
Kohn-Sham gap (spin up / spin down) (eV): 6.35 / 6.62
Total energy (eV): -12045.6529

CARTESIAN COORDINATES (ANGSTROEM)
C  -2.8674  2.2357  -0.6632
Pt  1.1760  0.1533  -1.5907
N  1.5644  -1.8242  -1.7675
H  0.2342  0.6358  -2.7833
H  2.5483  -2.1053  -1.8471
H  -3.5375  1.4171  -0.4751
H  -3.2310  2.7910  -1.5360
H  -1.8557  1.8288  -0.8339
H  -2.8275  2.9284  0.1885
H  1.1469  -2.4281  -1.0622
H  1.1346  -2.0642  -2.6584
N  0.1979  -1.1359  0.8477
C  0.2664  -1.1304  2.1993
C  1.0717  -0.0534  2.5488
C  1.4386  0.6025  1.3695
N  0.8840  -0.0795  0.3334
H  -0.4808  -1.6139  0.2531
H  -0.2204  -1.9139  2.7647
H  1.3701  0.2500  3.5328
H  1.9873  1.5060  1.1795

Record 11
ORCA calculation (wB97M-V/def2-TZVPD) on a gas-phase ion, C4H12N3Si (charge +1) at a distorted geometry.

Calculated values
Molar mass (g/mol): 130.25
Structure (SMILES): C[Si](C)(C)CN[N+]#N
2S+1: 1
LUMO level (hartree): -0.183
Charge: +1
Kohn-Sham gap (eV): 9.69
Total energy (eV): -16680.9907

CARTESIAN COORDINATES (ANGSTROEM)
C  0.6666  0.7152  -1.7494
Si  0.0752  0.7286  0.0513
C  -1.7731  0.6442  0.1279
C  1.0205  2.0489  1.1499
C  0.6913  -1.0251  0.7231
N  0.0994  -2.1966  -0.2573
N  -0.5227  -3.1835  0.1155
N  -1.0639  -4.0523  0.5377
H  -0.2246  0.2634  -2.3316
H  0.6484  1.7075  -2.1687
H  1.4926  0.0611  -2.0528
H  -2.2786  -0.0506  0.8987
H  -2.4177  1.5640  0.2352
H  -2.0393  0.2364  -0.7942
H  1.5497  1.6513  2.0527
H  1.7017  2.6073  0.5559
H  0.3373  2.8574  1.5051
H  1.6671  -1.3809  0.8119
H  0.2496  -1.1959  1.7780
H  0.1205  -2.0003  -1.1891

Record 12
ORCA calculation (wB97M-V/def2-TZVPD) on 3 unconnected molecules or ions with the total composition C4H12N4 at a distorted geometry.

Calculated values
Molar mass (g/mol): 116.17
Structure (SMILES): C=C(C)N.N=C=N.N
2S+1: 1
LUMO level (hartree): 0.033
Charge: 0
Kohn-Sham gap (eV): 9.24
Total energy (eV): -10302.2046

CARTESIAN COORDINATES (ANGSTROEM)
C  0.7168  -0.9866  -1.3311
C  1.3508  0.0234  -0.6928
C  1.1973  1.4558  -1.0995
N  2.2408  -0.1850  0.3352
H  0.9436  -2.0146  -1.0909
H  0.2694  -0.8175  -2.2973
H  2.1652  1.8434  -1.4247
H  0.4753  1.5564  -1.9077
H  0.8601  2.0635  -0.2584
H  2.2104  0.5297  1.0431
H  2.2486  -1.1199  0.7158
N  -1.6969  -0.9422  0.2987
C  -2.8121  -1.1959  -0.0667
N  -3.9960  -1.2307  -0.3510
H  -0.8192  -0.9242  -0.3441
H  -4.6161  -2.0076  -0.2249
N  0.0615  1.0190  2.0279
H  0.1994  0.5847  2.9385
H  -0.3940  1.9136  2.1950
H  -0.6049  0.4345  1.5347

Record 13
ORCA calculation (wB97M-V/def2-TZVPD) on a molecular structure, C4H12N4 at a distorted geometry.

Calculated values
Molar mass (g/mol): 116.17
2S+1: 1
LUMO level (hartree): 0.016
Charge: 0
Kohn-Sham gap (eV): 8.58
Total energy (eV): -10290.9168

CARTESIAN COORDINATES (ANGSTROEM)
C  -2.2165  0.4877  -0.7949
C  -0.4967  0.9843  -2.5008
C  0.3242  0.3643  0.5189
C  1.5237  -0.4482  2.5092
H  -2.0572  -1.1037  -0.4293
H  -3.1900  0.6930  -1.9355
H  -2.6212  1.4052  0.2505
H  -1.0146  1.7024  -3.1556
H  0.4960  1.2447  -2.5701
H  -0.5516  -0.1353  -3.0487
H  -0.0419  1.2931  1.0900
H  1.7470  0.5823  3.0086
H  2.4965  -1.0974  2.5945
H  1.1102  -1.0931  3.4409
H  2.1915  -2.1312  0.2784
H  0.1070  -1.9833  0.0645
N  -0.9960  1.2224  -1.0137
N  -0.1271  0.1143  -0.6844
N  1.0930  -0.4972  1.1760
N  0.9615  -1.9402  0.8104